Run 1
The following is a DFT calculation (wB97M-V/def2-TZVPD) of the molecule C11H10O2.

Structure (XYZ):
```
23
C11H10O2 wB97M-V/def2-TZVPD
C 3.2209 0.2948 -0.1020
C 2.8941 -1.0924 -0.0079
C 2.1953 1.1764 -0.0486
C 1.6522 -1.5079 0.3708
C 0.0209 1.8761 0.6733
C 0.8416 0.8129 0.2871
C 0.5771 -0.5674 0.5198
C -0.5769 -1.0318 1.1784
C -2.8996 0.1306 -0.4347
C -2.2901 -1.2628 -0.2827
C -1.8085 1.1575 -0.4013
O -1.3470 1.8185 0.7225
O -1.7519 -1.4457 1.0473
H 4.2776 0.5237 -0.4620
H 3.6112 -1.9578 -0.2552
H 2.1801 2.2637 -0.2667
H 1.3895 -2.5317 0.2837
H 0.4249 2.9490 0.9603
H -3.3458 0.2565 -1.3862
H -3.7187 0.3482 0.3384
H -3.0224 -2.0974 -0.4769
H -1.4894 -1.3781 -1.0154
H -1.0354 1.2650 -1.2419
```

The HOMO-LUMO gap (alpha / beta) is 6.8472 / 6.9550 eV. The LUMO energy (alpha / beta) is 0.48 / 0.00 eV. The total charge is 0.

Results of the Mulliken charge analysis, in e, for atoms 1 through 4: C -0.7511; C -0.1443; C -0.7149; C -1.0556

Run 2
The following is a DFT calculation (wB97M-V/def2-TZVPD) of the molecule C11H10O2.

Structure (XYZ):
```
23
C11H10O2 wB97M-V/def2-TZVPD
C 2.0622 -1.3973 2.6398
C 1.0192 -0.9062 1.7403
C -0.0054 -1.6269 1.2265
C -1.1550 -1.0005 0.5434
C -1.2320 0.0738 -0.2972
C -2.4177 0.1925 -1.0822
C -2.4447 0.9005 -2.2179
C -1.2691 1.6397 -2.5713
C -0.1064 1.5795 -1.8995
C -0.0302 0.7364 -0.7681
C 1.1120 0.7364 0.0211
O 2.2770 1.0937 -0.5426
O 1.2241 0.5389 1.3677
H 2.5751 -2.2909 2.2689
H 1.6654 -1.5728 3.7181
H 2.8185 -0.5333 2.7602
H -0.1697 -2.6289 1.6889
H -2.0610 -1.6541 0.4536
H -3.1466 -0.5073 -0.6918
H -3.3326 1.2202 -2.5947
H -1.2012 2.1185 -3.6136
H 0.8155 2.1344 -2.2554
H 3.0027 1.1537 0.1060
```

The HOMO-LUMO gap (alpha / beta) is 6.5656 / 6.5673 eV. The LUMO energy (alpha / beta) is -0.01 / -0.01 eV. The total charge is 0.

Results of the Mulliken charge analysis, in e, for atoms 1 through 4: C -1.1342; C 0.6399; C -0.8021; C -0.6019

Name the least stable of them. run 1.